Below is an isolated ion of composition C5H8N and charge +1, with properties calculated with ωB97M-V/def2-TZVPD.

Values from the calculation:
* total charge: +1
* HOMO: -14.1 eV
* ΔE to the lowest compared entry with this formula, charge and spin: 148.1 kcal/mol
* frontier orbital gap: 10.173 eV
* SMILES: C=C=C1C[N@H+]1C

XYZ file:
```
14
Properties=species:S:1:pos:R:3:forces:R:3
C -0.891 2.971 0.868 2.83 -7.89 1.18
C -0.598 1.467 0.800 0.06 0.01 -1.11
C -0.020 -1.402 0.948 -2.03 1.97 -1.60
C -0.314 0.009 0.535 -1.62 6.92 1.83
C 0.467 -1.216 -1.599 2.76 -0.64 0.37
N 0.700 -0.691 -0.232 1.81 0.73 2.44
H -1.742 3.404 0.428 -0.91 0.11 -0.74
H -0.292 3.546 1.606 -0.29 -0.62 -0.76
H 0.415 -1.633 1.929 0.27 -0.12 -0.86
H -0.742 -2.029 0.396 0.45 -0.40 1.21
H 0.730 -2.270 -1.621 -0.08 -0.08 0.19
H -0.506 -1.080 -1.920 -2.05 0.50 -0.22
H 1.150 -0.735 -2.281 0.10 0.43 -0.15
H 1.644 -0.342 0.145 -1.30 -0.90 -1.77
```
Forces are in eV/Å.

Per-atom Mulliken charges, elementary charge units: C -0.625; C 0.064; C -0.338; C 0.210; C -0.840; N -0.055; H 0.298; H 0.246; H 0.307; H 0.283; H 0.375; H 0.346; H 0.341; H 0.389